Formula: C2H8ClLuNO2P
Source: the Open Molecules 2025 dataset
Level of theory: wB97M-V/def2-TZVPD

Each line ends with the Löwdin charge.
Element x y z (Å)
N  -1.455  -0.840  -1.529  0.1056
C  -0.133  -0.355  -1.347  -0.3438
C  0.610  -1.224  -0.313  -0.1062
O  0.468  -0.535  0.983  -0.5470
P  0.429  1.141  0.655  0.1256
Cl  2.449  1.267  0.359  0.4610
O  -0.144  1.029  -0.802  -0.2507
H  -2.096  -0.108  -1.817  0.1147
H  -1.847  -1.244  -0.686  0.0844
H  0.351  -0.311  -2.322  0.1718
H  0.094  -2.181  -0.251  0.1409
H  1.662  -1.422  -0.502  0.1304
H  -1.120  0.989  1.289  -0.0164
H  0.884  1.136  2.316  -0.1069
H  0.319  2.518  0.845  0.0508
Lu  -0.471  0.142  3.122  1.9857

## Properties
orbital gap = 0.2095 Ha
electronic energy = -2322.54485 a.u.
net charge = +2

Formula: C2H8ClN2OP
Source: the Open Molecules 2025 dataset
Level of theory: wB97M-V/def2-TZVPD

Each line ends with the Löwdin charge.
Element x y z (Å)
C  -1.993  1.320  -0.790  -0.1466
N  -1.746  0.682  0.536  -0.3731
P  -1.358  -0.847  0.770  0.3996
O  -0.524  -1.005  -0.527  -0.3700
Cl  -3.052  -1.752  -0.133  0.1326
H  -1.061  1.710  -1.136  0.0551
H  -2.321  0.617  -1.484  0.0188
H  -2.709  2.201  -0.700  0.1040
H  -2.367  1.134  1.244  0.0907
H  0.425  -1.000  -0.595  0.0336
C  3.357  -0.190  0.534  -0.1464
N  2.920  -1.302  0.171  0.0177
H  2.715  0.686  0.602  0.0543
H  4.265  -0.095  1.220  0.0816
H  3.449  -2.157  0.286  0.0480

## Properties
orbital gap = 0.3597 Ha
electronic energy = -1067.30052 a.u.
energy above the lowest of the compared OMol25 structures with the same formula, charge and spin = 167.5 kJ/mol
SMILES string = CNP(O)Cl.C=N

Formula: C2H8ClN4O2V
Source: the Open Molecules 2025 dataset
Level of theory: wB97M-V/def2-TZVPD

Each line ends with the Löwdin charge.
Element x y z (Å)
V  18.833  -10.114  23.871  1.1117
Cl  16.669  -10.666  25.170  -0.1500
C  19.729  -8.928  26.725  -0.5983
O  19.565  -8.950  25.491  -0.1345
N  20.396  -7.961  27.396  0.1992
N  19.161  -9.799  27.586  0.1987
H  20.807  -7.144  26.976  0.1318
H  20.622  -8.131  28.356  0.1186
H  18.601  -10.532  27.175  0.0684
H  19.426  -9.752  28.548  0.1224
C  14.405  -13.908  23.186  -0.6819
O  14.093  -15.050  22.899  0.0434
N  13.765  -13.106  24.098  0.1490
N  15.439  -13.233  22.607  0.1272
H  13.049  -13.531  24.659  0.1092
H  14.210  -12.232  24.299  0.0472
H  16.067  -13.683  21.966  0.0988
H  15.613  -12.264  22.792  0.0389

## Properties
orbital gap (spin up / spin down) = 0.1993 / 0.2096 Ha
electronic energy = -1854.50615 a.u.
net charge = +1
multiplicity = 4

Formula: C2H8CsO3
Source: the Open Molecules 2025 dataset
Level of theory: wB97M-V/def2-TZVPD

Each line ends with the Löwdin charge.
Element x y z (Å)
Cs  -4.066  1.226  -3.052  0.9885
O  -7.738  4.098  0.180  -0.0544
H  -8.173  4.764  0.712  0.0375
H  -6.847  4.057  0.528  0.0223
C  2.073  -1.699  -0.378  -0.2482
C  3.112  -1.787  0.705  -0.2950
O  3.808  -0.614  0.720  -0.0413
O  1.249  -0.558  -0.252  -0.0761
H  1.426  -2.574  -0.428  0.1161
H  2.544  -1.659  -1.361  0.1155
H  3.758  -2.619  0.427  0.1234
H  2.840  -1.911  1.753  0.1317
H  4.456  -0.789  0.034  0.1010
H  1.556  0.064  0.411  0.0792

## Properties
orbital gap = 0.3017 Ha
electronic energy = -326.61636 a.u.
energy above the lowest of the compared OMol25 structures with the same formula, charge and spin = 84.1 kJ/mol
net charge = +1

Formula: C2H8IN2
Source: the Open Molecules 2025 dataset
Level of theory: wB97M-V/def2-TZVPD

Each line ends with the Löwdin charge.
Element x y z (Å)
N  -0.126  -1.477  0.030  0.0147
C  0.625  -0.169  0.738  -0.5908
I  2.604  0.097  -0.277  0.8354
C  -0.192  1.060  0.406  -0.2285
N  -0.600  0.705  -0.995  0.0873
H  0.448  -2.140  -0.521  0.1054
H  -0.703  -1.864  0.783  0.1116
H  0.759  -0.413  1.724  0.0468
H  -1.029  0.783  1.093  0.1512
H  0.324  1.963  0.599  0.1092
H  -0.503  -0.431  -0.806  0.0520
H  -0.015  1.046  -1.808  0.1684
H  -1.590  0.840  -0.963  0.1373

## Properties
orbital gap = 0.3692 Ha
electronic energy = -487.90311 a.u.
energy above the lowest of the compared OMol25 structures with the same formula, charge and spin = 157.0 kJ/mol
net charge = +1
SMILES string = N[C@@H](I)C[NH3+]

Formula: C2H8N2
Source: the Open Molecules 2025 dataset
Level of theory: wB97M-V/def2-TZVPD

Each line ends with the Löwdin charge.
Element x y z (Å)
C  -0.368  0.311  -0.531  -0.6183
C  0.456  -0.240  0.621  -0.3928
N  1.695  -0.856  0.105  -0.0591
N  -1.431  1.119  0.094  -0.1198
H  -0.756  -0.421  -1.291  0.0081
H  0.117  1.022  -1.193  0.0531
H  -0.168  -1.053  0.997  0.0611
H  0.664  0.651  1.213  0.0973
H  2.343  -1.244  0.783  0.0308
H  1.682  -1.373  -0.761  0.0209
H  -2.171  0.648  0.619  -0.0337
H  -2.064  1.436  -0.656  -0.0476

## Properties
orbital gap (spin up / spin down) = 0.1057 / 0.3432 Ha
electronic energy = -190.41731 a.u.
energy above the lowest of the compared OMol25 structures with the same formula, charge and spin = 74.2 kJ/mol
net charge = -1
multiplicity = 2

Formula: C2H8N2
Source: the Open Molecules 2025 dataset
Level of theory: wB97M-V/def2-TZVPD

Each line ends with the Löwdin charge.
Element x y z (Å)
H  1.727  -2.452  3.717  0.0273
N  0.943  -2.052  3.214  0.0463
C  1.246  -1.179  2.344  -0.3750
N  0.248  -0.899  1.419  0.0416
H  2.201  -0.661  2.244  0.1091
H  -0.491  -1.544  1.200  0.0797
H  0.021  -0.024  0.974  0.0707
C  -1.153  1.736  -3.025  -0.0550
H  -0.704  1.727  -2.028  0.0077
H  -0.951  2.672  -3.531  0.0070
H  -2.256  1.833  -2.962  0.0231
H  -0.831  0.843  -3.566  0.0175

## Properties
orbital gap = 0.3710 Ha
electronic energy = -190.48097 a.u.
energy above the lowest of the compared OMol25 structures with the same formula, charge and spin = 47.0 kJ/mol
SMILES string = [H]/N=C/N.C

Formula: C2H8N2
Source: the Open Molecules 2025 dataset
Level of theory: wB97M-V/def2-TZVPD

Each line ends with the Löwdin charge.
Element x y z (Å)
C  0.434  -3.194  -1.393  -0.1082
N  0.372  -3.567  -0.197  -0.0931
C  0.164  -2.495  0.795  -0.1403
H  0.336  -2.144  -1.698  0.0744
H  0.584  -3.936  -2.175  0.0616
H  0.976  -1.774  0.686  0.0725
H  0.184  -2.919  1.796  0.0627
H  -0.801  -2.041  0.597  0.0704
N  -0.624  5.511  0.644  0.0027
H  -1.449  5.402  0.070  -0.0001
H  -0.002  4.758  0.377  -0.0005
H  -0.175  6.400  0.497  -0.0021

## Properties
orbital gap = 0.3991 Ha
electronic energy = -190.46807 a.u.
energy above the lowest of the compared OMol25 structures with the same formula, charge and spin = 80.8 kJ/mol
SMILES string = C=NC.N

Formula: C2H8N2
Source: the Open Molecules 2025 dataset
Level of theory: wB97M-V/def2-TZVPD

Each line ends with the Löwdin charge.
Element x y z (Å)
H  1.688  0.660  4.203  0.0234
N  1.683  0.964  3.254  0.0655
C  0.884  0.496  2.408  -0.4027
N  0.744  0.981  1.126  0.0411
H  0.118  -0.229  2.702  0.1097
H  1.290  1.805  0.879  0.0874
H  -0.169  1.282  0.824  0.0762
C  -1.244  -1.203  -3.042  -0.0534
H  -1.665  -1.188  -2.041  0.0125
H  -1.525  -2.067  -3.652  0.0164
H  -0.160  -1.158  -3.080  0.0129
H  -1.643  -0.343  -3.581  0.0110

## Properties
orbital gap = 0.3842 Ha
electronic energy = -190.48406 a.u.
energy above the lowest of the compared OMol25 structures with the same formula, charge and spin = 38.8 kJ/mol
SMILES string = [H]/N=C/N.C

Formula: C2H8N2O
Source: the Open Molecules 2025 dataset
Level of theory: wB97M-V/def2-TZVPD

Each line ends with the Löwdin charge.
Element x y z (Å)
H  -2.412  0.120  0.069  0.0638
N  -1.961  -0.452  0.789  0.0695
C  -1.010  0.256  1.318  -0.3981
O  -0.798  1.515  0.912  0.0301
H  -0.446  -0.059  2.202  0.1324
H  -0.035  1.903  1.369  0.1132
C  0.858  -0.834  -0.523  -0.2330
N  0.942  -0.101  -1.771  -0.0798
H  -0.312  -0.870  -0.210  0.0757
H  1.141  -1.880  -0.670  0.0673
H  1.487  -0.397  0.261  0.0585
H  0.644  0.862  -1.641  0.0472
H  1.903  -0.064  -2.104  0.0532

## Properties
orbital gap = 0.3514 Ha
electronic energy = -265.69632 a.u.
energy above the lowest of the compared OMol25 structures with the same formula, charge and spin = 228.0 kJ/mol
SMILES string = [H]/N=C\O.CN

Formula: C2H8N2O
Source: the Open Molecules 2025 dataset
Level of theory: wB97M-V/def2-TZVPD

Each line ends with the Löwdin charge.
Element x y z (Å)
H  -0.087  2.166  -0.350  0.0414
N  -0.613  1.452  0.145  0.0585
C  -1.678  1.262  -0.544  -0.3749
N  -2.510  0.201  -0.323  0.0721
H  -1.777  1.887  -1.427  0.1110
H  -3.283  0.012  -0.940  0.0878
H  -2.012  -0.572  0.073  0.0835
C  2.182  -1.379  0.435  -0.1488
O  1.999  0.006  0.810  -0.1622
H  1.355  -1.541  -0.257  0.0705
H  3.165  -1.529  -0.017  0.0738
H  2.175  -2.031  1.304  0.0663
H  1.082  0.066  1.091  0.0209

## Properties
orbital gap = 0.3808 Ha
electronic energy = -265.71703 a.u.
energy above the lowest of the compared OMol25 structures with the same formula, charge and spin = 173.6 kJ/mol
SMILES string = [H]/N=C/N.CO

Formula: C2H8N2O
Source: the Open Molecules 2025 dataset
Level of theory: wB97M-V/def2-TZVPD

Each line ends with the Löwdin charge.
Element x y z (Å)
C  0.026  1.202  -0.284  -0.1385
N  -0.195  0.286  0.841  -0.0402
C  0.346  0.543  1.940  -0.3399
N  0.981  1.709  2.372  0.0652
H  -0.130  0.651  -1.205  0.0590
H  1.028  1.629  -0.248  0.0609
H  -0.786  1.934  -0.249  0.0796
H  0.246  -0.144  2.781  0.1070
H  1.311  2.389  1.680  0.0739
H  1.747  1.597  3.016  0.0733
O  -1.200  -3.199  -3.882  -0.0613
H  -1.379  -4.110  -3.700  0.0145
H  -0.457  -2.878  -3.336  0.0464

## Properties
orbital gap = 0.3773 Ha
electronic energy = -265.72678 a.u.
energy above the lowest of the compared OMol25 structures with the same formula, charge and spin = 148.0 kJ/mol
SMILES string = C/N=C\N.O